# 1
Computed, not measured: a 10-piece molecular cluster, C6H32NO9 overall in a non-equilibrium geometry, with the ωB97M-V functional and the def2-TZVPD basis.

Last column: natural (NBO) charge in e.
Positions of all 48 atoms, in Å:
1 C -1.235 1.739 -0.585  -0.25
2 C -0.259 0.817 0.151  -0.44
3 C 0.329 1.236 1.486  -0.40
4 C -0.659 1.710 2.581  -0.46
5 C -2.030 1.108 2.520  -0.21
6 C -2.302 -0.026 3.146  -0.39
7 N -0.694 2.103 -1.958  -0.68
8 H -2.201 1.296 -0.683  0.28
9 H -1.467 2.679 -0.091  0.21
10 H 0.601 0.640 -0.505  0.21
11 H -0.665 -0.191 0.149  0.24
12 H 1.010 2.069 1.388  0.21
13 H 0.748 0.310 1.879  0.24
14 H -0.167 1.491 3.530  0.23
15 H -0.702 2.790 2.733  0.22
16 H -2.839 1.584 1.972  0.21
17 H -3.249 -0.560 3.073  0.20
18 H -1.571 -0.643 3.670  0.21
19 H -0.635 3.099 -1.971  0.43
20 H -1.267 1.816 -2.761  0.44
21 H 0.248 1.744 -2.169  0.47
22 H 3.640 0.789 -1.209  0.48
23 H 4.453 -0.312 -1.952  0.49
24 O 4.204 -0.003 -1.071  -0.96
25 H 1.294 -0.794 -3.307  0.50
26 H 2.097 -0.596 -4.525  0.48
27 O 1.352 -0.208 -4.064  -0.99
28 H 3.673 -1.502 2.155  0.49
29 H 3.387 -0.799 0.853  0.49
30 O 3.001 -0.987 1.714  -0.97
31 H -0.750 -2.884 -1.056  0.47
32 H -1.881 -1.967 -0.675  0.51
33 O -1.117 -2.000 -1.286  -0.98
34 H -1.972 -2.885 1.529  0.49
35 H -2.991 -3.804 0.939  0.49
36 O -2.674 -2.883 0.865  -0.97
37 H -2.720 -0.358 0.832  0.49
38 H -3.910 -0.932 0.064  0.50
39 O -3.243 -0.239 0.025  -0.98
40 H 2.544 2.377 -3.636  0.49
41 H 1.180 1.774 -4.051  0.51
42 O 1.622 2.352 -3.389  -0.99
43 H 1.174 -1.870 1.875  0.49
44 H 1.168 -2.075 3.394  0.48
45 O 0.616 -2.189 2.609  -0.97
46 H 2.315 -1.497 -1.065  0.49
47 H 0.886 -1.841 -1.347  0.49
48 O 1.660 -1.478 -1.774  -0.97

Properties
Lowest unoccupied orbital energy   -0.0966 Eh
HOMO energy   -12.4553 eV
Net charge   +1


# 2
Computed, not measured: a 11-piece molecular cluster, C6H32O11 overall in a non-equilibrium geometry, with the ωB97M-V functional and the def2-TZVPD basis.

Last column: natural (NBO) charge in e.
Positions of all 49 atoms, in Å:
1 C 2.935 -2.066 -1.163  -0.62
2 C 1.596 -2.607 -1.550  -0.43
3 C 0.748 -3.076 -0.334  -0.45
4 C -0.327 0.480 0.859  -0.14
5 O -1.753 0.857 0.652  -0.76
6 C 0.272 -0.884 0.801  -0.26
7 C -0.134 -1.932 0.093  -0.16
8 H 3.742 -1.894 -1.882  0.22
9 H 3.030 -1.074 -0.706  0.19
10 H 3.364 -2.746 -0.399  0.20
11 H 1.686 -3.364 -2.368  0.22
12 H 1.041 -2.081 -2.342  0.23
13 H 0.258 -3.971 -0.677  0.22
14 H 1.403 -3.539 0.411  0.21
15 H -0.046 1.168 1.643  0.21
16 H 0.091 1.196 0.138  0.18
17 H -2.128 0.060 0.249  0.48
18 H 1.134 -0.880 1.434  0.21
19 H -1.088 -1.982 -0.406  0.23
20 H 2.509 2.593 -0.383  0.49
21 H 2.210 1.142 0.052  0.48
22 O 1.828 1.910 -0.374  -0.96
23 H -2.847 0.334 -2.647  0.50
24 H -1.647 -0.206 -3.674  0.49
25 O -2.357 -0.405 -3.058  -1.03
26 H 1.013 1.298 -4.041  0.47
27 H 0.748 1.470 -2.592  0.48
28 O 0.277 1.464 -3.439  -0.95
29 H -0.546 2.379 -0.644  0.48
30 H -0.836 3.908 -0.856  0.48
31 O -1.232 3.052 -0.673  -0.96
32 H -2.709 2.343 -2.235  0.50
33 H -3.248 1.893 -0.920  0.50
34 O -3.339 1.710 -1.865  -0.96
35 H -4.086 -2.263 -0.503  0.49
36 H -3.550 -0.829 -0.840  0.49
37 O -3.569 -1.526 -0.176  -0.97
38 H 3.533 -0.527 1.717  0.49
39 H 3.284 1.165 1.765  0.50
40 O 3.606 0.332 2.112  -0.99
41 H -1.589 -3.097 3.513  0.46
42 H -2.093 -1.938 2.713  0.48
43 O -1.791 -2.160 3.612  -0.94
44 H 1.505 2.277 3.795  0.47
45 H 0.869 2.859 2.634  0.49
46 O 1.741 2.480 2.880  -0.97
47 H -1.454 2.357 2.469  0.50
48 H -1.081 1.798 3.915  0.49
49 O -0.977 2.521 3.292  -0.98

Properties
Lowest unoccupied orbital energy   0.0024 Eh
HOMO energy   -9.1605 eV
Net charge   0
SMILES string   CCC/C=C/CO.O.O.O.O.O.O.O.O.O.O


# 3
Computed, not measured: a 11-piece molecular cluster, C6H34NO11 overall in a non-equilibrium geometry, with the ωB97M-V functional and the def2-TZVPD basis.

Last column: natural (NBO) charge in e.
Positions of all 52 atoms, in Å:
1 C 0.815 2.668 0.111  -0.21
2 C 0.072 2.225 1.345  -0.46
3 C -0.165 0.757 1.546  -0.46
4 C -1.231 -2.192 -1.061  -0.13
5 O -0.716 -3.382 -0.520  -0.74
6 C -1.106 -1.308 0.161  -0.21
7 C -0.178 -0.371 0.400  -0.17
8 N 2.155 1.876 0.121  -0.71
9 H 1.159 3.801 0.100  0.23
10 H 0.330 2.332 -0.852  0.24
11 H 0.696 2.575 2.168  0.21
12 H -0.808 2.902 1.425  0.27
13 H -1.085 0.524 2.008  0.27
14 H 0.636 0.249 2.203  0.22
15 H -0.679 -2.158 -2.124  0.22
16 H -2.244 -2.204 -1.545  0.18
17 H -1.286 -3.704 0.244  0.48
18 H -1.959 -1.306 0.800  0.22
19 H 0.643 -0.296 -0.289  0.12
20 H 2.529 1.880 1.083  0.46
21 H 2.789 2.254 -0.658  0.46
22 H 1.961 0.895 -0.002  0.44
23 H -3.846 1.995 2.340  0.49
24 H -2.891 1.249 1.328  0.48
25 O -3.147 1.305 2.250  -0.97
26 H -3.358 2.134 -0.979  0.46
27 H -2.189 2.412 -1.805  0.49
28 O -2.579 2.582 -0.944  -0.97
29 H 4.732 0.591 1.435  0.50
30 H 3.670 -0.581 1.348  0.51
31 O 3.760 0.382 1.420  -1.01
32 H -0.477 -0.179 4.563  0.48
33 H -1.663 -1.161 4.169  0.49
34 O -0.750 -0.897 3.922  -0.96
35 H 1.385 -5.328 0.127  0.49
36 H 0.882 -3.845 0.221  0.49
37 O 1.685 -4.434 0.248  -1.00
38 H 0.394 -0.407 -2.571  0.49
39 H 0.219 -0.729 -4.091  0.49
40 O -0.165 -0.218 -3.381  -0.97
41 H 3.142 -2.717 0.032  0.54
42 H 2.023 -1.937 0.876  0.51
43 O 2.774 -1.781 0.142  -1.01
44 H 2.322 -0.599 -1.175  0.50
45 H 3.355 -0.351 -2.296  0.49
46 O 2.546 0.017 -1.925  -1.00
47 H -4.577 -0.965 -0.249  0.49
48 H -3.569 -0.474 -1.487  0.49
49 O -4.128 -0.281 -0.677  -0.98
50 H -0.268 1.463 -2.796  0.49
51 H -0.916 2.494 -3.806  0.50
52 O -0.697 2.240 -2.900  -0.98

Properties
Lowest unoccupied orbital energy   -0.0936 Eh
HOMO energy   -12.3836 eV
Net charge   +1


# 4
Computed, not measured: a 14-piece molecular cluster, C6H34O13 overall in a non-equilibrium geometry, with the ωB97M-V functional and the def2-TZVPD basis.

Last column: natural (NBO) charge in e.
Positions of all 53 atoms, in Å:
1 C -1.462 -0.021 1.530  -0.27
2 C -0.535 0.751 2.073  -0.39
3 C -0.777 -1.243 -0.362  -0.21
4 C -1.082 -1.215 0.906  -0.27
5 C 0.948 -2.171 -1.470  -0.35
6 C -0.233 -2.472 -0.917  -0.24
7 H -2.474 0.205 1.453  0.22
8 H -0.939 1.746 2.400  0.19
9 H 0.519 0.471 2.241  0.22
10 H -1.057 -0.449 -1.071  0.20
11 H -0.821 -2.015 1.635  0.22
12 H 1.311 -1.205 -1.721  0.21
13 H 1.571 -2.982 -1.672  0.19
14 H -0.826 -3.385 -0.950  0.23
15 H 3.886 -0.224 -0.955  0.49
16 H 2.624 0.504 -1.698  0.50
17 O 2.980 0.131 -0.794  -1.04
18 H 1.623 2.193 0.768  0.47
19 H 2.236 0.850 0.723  0.49
20 O 2.293 1.662 1.241  -0.96
21 H -0.734 0.863 -3.895  0.48
22 H 0.007 0.100 -4.827  0.45
23 O -0.780 0.046 -4.402  -0.96
24 H 3.364 2.117 -2.604  0.49
25 H 2.010 1.993 -2.838  0.50
26 O 2.826 1.458 -2.960  -0.94
27 H -0.509 3.037 -3.247  0.49
28 H -0.515 2.147 -1.952  0.50
29 O -0.221 2.139 -2.867  -0.99
30 H -0.088 -3.763 2.855  0.49
31 H -1.258 -4.089 1.917  0.49
32 O -0.393 -4.327 2.162  -0.95
33 H -2.468 2.202 -0.794  0.49
34 H -1.425 1.341 -0.313  0.52
35 O -1.582 2.296 -0.598  -0.98
36 H -4.023 -0.450 -0.576  0.51
37 H -4.103 0.962 0.195  0.49
38 O -3.567 0.300 -0.184  -0.97
39 H -0.516 4.032 1.460  0.48
40 H -0.672 3.691 -0.041  0.49
41 O -0.012 3.973 0.628  -0.98
42 H 3.068 2.546 -0.575  0.51
43 H 2.111 3.784 -0.781  0.50
44 O 2.864 3.279 -1.254  -1.01
45 H 1.257 -2.415 4.080  0.48
46 H 0.569 -1.268 3.480  0.48
47 O 0.403 -2.045 4.132  -0.95
48 H 1.588 -2.088 0.992  0.47
49 H 0.959 -3.412 1.526  0.50
50 O 1.661 -2.686 1.644  -0.99
51 H -2.711 -2.214 2.766  0.49
52 H -3.606 -2.028 1.433  0.47
53 O -3.288 -2.651 2.078  -0.95

Properties
Lowest unoccupied orbital energy   -0.0178 Eh
HOMO energy   -9.0041 eV
Net charge   0


# 5
Computed, not measured: a 12-piece molecular cluster, C6H35NO12 overall in a non-equilibrium geometry, with the ωB97M-V functional and the def2-TZVPD basis.

Last column: natural (NBO) charge in e.
Positions of all 54 atoms, in Å:
1 C 0.241 0.044 -2.519  -0.06
2 O 1.377 -0.751 -2.927  -0.75
3 C -0.236 -0.311 -1.117  -0.44
4 C 0.658 0.385 -0.074  -0.41
5 C 0.479 0.024 1.383  -0.10
6 C -0.345 0.762 2.128  0.01
7 N -0.579 0.514 3.477  -0.83
8 C 1.247 -1.123 1.970  -0.66
9 H 0.496 1.103 -2.557  0.18
10 H -0.492 -0.183 -3.290  0.19
11 H 2.073 -0.738 -2.268  0.48
12 H -0.263 -1.396 -0.987  0.21
13 H -1.278 -0.037 -0.983  0.22
14 H 0.518 1.449 -0.209  0.21
15 H 1.672 0.162 -0.389  0.17
16 H -0.769 1.657 1.710  0.20
17 H -0.628 -0.461 3.739  0.39
18 H -1.312 1.039 3.908  0.38
19 H 2.137 -1.373 1.394  0.20
20 H 1.642 -0.831 2.952  0.23
21 H 0.666 -2.034 2.066  0.22
22 H -2.115 4.588 -0.147  0.48
23 H -1.712 3.143 0.065  0.52
24 O -1.327 4.058 -0.070  -0.99
25 H 4.500 3.848 -0.398  0.50
26 H 5.825 3.872 -1.298  0.46
27 O 4.999 3.393 -1.136  -1.00
28 H 0.883 -2.355 -3.087  0.51
29 H 1.224 -3.708 -3.781  0.49
30 O 0.595 -3.310 -3.147  -1.01
31 H -2.070 -3.606 -0.659  0.52
32 H -0.687 -3.278 0.077  0.52
33 O -1.674 -3.210 0.168  -1.04
34 H -2.964 -1.060 1.634  0.49
35 H -2.508 -1.670 0.344  0.51
36 O -2.980 -0.880 0.679  -1.00
37 H 3.557 3.969 1.598  0.47
38 H 2.751 4.922 0.666  0.51
39 O 3.667 4.658 0.929  -0.98
40 H -2.142 -3.179 1.832  0.50
41 H -2.042 -3.794 3.216  0.47
42 O -2.348 -3.022 2.772  -0.99
43 H 1.628 -2.896 -0.315  0.48
44 H 0.849 -3.626 -1.432  0.50
45 O 0.978 -3.612 -0.456  -0.97
46 H -1.494 -3.937 -2.757  0.50
47 H -2.992 -3.647 -2.906  0.48
48 O -2.346 -4.135 -2.368  -0.96
49 H -3.794 1.880 0.439  0.48
50 H -2.762 0.798 0.251  0.52
51 O -2.871 1.785 0.183  -1.01
52 H 0.296 4.753 0.214  0.52
53 H 0.715 6.010 1.043  0.48
54 O 1.057 5.345 0.441  -0.99

Properties
Lowest unoccupied orbital energy   0.0053 Eh
HOMO energy   -7.8246 eV
Net charge   0
SMILES string   C/C(=C\N)CCCO.O.O.O.O.O.O.O.O.O.O.O


Repeat the fifth record exactly.
Computed, not measured: a 12-piece molecular cluster, C6H35NO12 overall in a non-equilibrium geometry, with the ωB97M-V functional and the def2-TZVPD basis.

Last column: natural (NBO) charge in e.
Positions of all 54 atoms, in Å:
1 C 0.241 0.044 -2.519  -0.06
2 O 1.377 -0.751 -2.927  -0.75
3 C -0.236 -0.311 -1.117  -0.44
4 C 0.658 0.385 -0.074  -0.41
5 C 0.479 0.024 1.383  -0.10
6 C -0.345 0.762 2.128  0.01
7 N -0.579 0.514 3.477  -0.83
8 C 1.247 -1.123 1.970  -0.66
9 H 0.496 1.103 -2.557  0.18
10 H -0.492 -0.183 -3.290  0.19
11 H 2.073 -0.738 -2.268  0.48
12 H -0.263 -1.396 -0.987  0.21
13 H -1.278 -0.037 -0.983  0.22
14 H 0.518 1.449 -0.209  0.21
15 H 1.672 0.162 -0.389  0.17
16 H -0.769 1.657 1.710  0.20
17 H -0.628 -0.461 3.739  0.39
18 H -1.312 1.039 3.908  0.38
19 H 2.137 -1.373 1.394  0.20
20 H 1.642 -0.831 2.952  0.23
21 H 0.666 -2.034 2.066  0.22
22 H -2.115 4.588 -0.147  0.48
23 H -1.712 3.143 0.065  0.52
24 O -1.327 4.058 -0.070  -0.99
25 H 4.500 3.848 -0.398  0.50
26 H 5.825 3.872 -1.298  0.46
27 O 4.999 3.393 -1.136  -1.00
28 H 0.883 -2.355 -3.087  0.51
29 H 1.224 -3.708 -3.781  0.49
30 O 0.595 -3.310 -3.147  -1.01
31 H -2.070 -3.606 -0.659  0.52
32 H -0.687 -3.278 0.077  0.52
33 O -1.674 -3.210 0.168  -1.04
34 H -2.964 -1.060 1.634  0.49
35 H -2.508 -1.670 0.344  0.51
36 O -2.980 -0.880 0.679  -1.00
37 H 3.557 3.969 1.598  0.47
38 H 2.751 4.922 0.666  0.51
39 O 3.667 4.658 0.929  -0.98
40 H -2.142 -3.179 1.832  0.50
41 H -2.042 -3.794 3.216  0.47
42 O -2.348 -3.022 2.772  -0.99
43 H 1.628 -2.896 -0.315  0.48
44 H 0.849 -3.626 -1.432  0.50
45 O 0.978 -3.612 -0.456  -0.97
46 H -1.494 -3.937 -2.757  0.50
47 H -2.992 -3.647 -2.906  0.48
48 O -2.346 -4.135 -2.368  -0.96
49 H -3.794 1.880 0.439  0.48
50 H -2.762 0.798 0.251  0.52
51 O -2.871 1.785 0.183  -1.01
52 H 0.296 4.753 0.214  0.52
53 H 0.715 6.010 1.043  0.48
54 O 1.057 5.345 0.441  -0.99

Properties
Lowest unoccupied orbital energy   0.0053 Eh
HOMO energy   -7.8246 eV
Net charge   0
SMILES string   C/C(=C\N)CCCO.O.O.O.O.O.O.O.O.O.O.O


The highest HOMO energy belongs to which entry?
C6H35NO12